Here is C3H4N2O2 in the gas phase at a distorted geometry from the OMol25 dataset. Energies are from ωB97M-V/def2-TZVPD.

Geometry (Å):
O  0.9163  1.1601  -0.5791
O  2.2925  -0.0276  0.5939
N  -1.7189  1.2112  0.4915
N  -1.7517  0.0022  0.4139
C  1.2637  0.0419  0.0368
C  -1.0106  -0.9670  -0.0889
C  0.2989  -1.0611  -0.0791
H  -1.5858  -1.9159  -0.3255
H  1.5734  1.7457  -0.3305
H  -1.0174  1.7946  -0.0386
H  0.7396  -1.9841  -0.0945

Results
highest occupied orbital energy (spin up / spin down) = -7.49 / -10.07 eV
spin multiplicity = 3
ΔE to the lowest compared entry with this formula, charge and spin = 0.0 kJ/mol
calculated total energy = -376.557990 a.u.
LUMO level (spin up / spin down) = 0.67 / -1.73 eV

How is the electron density shared among the atoms? According to natural (NBO), the charges in e are:
1 O -0.691
2 O -0.579
3 N -0.330
4 N -0.066
5 C 0.739
6 C -0.047
7 C -0.358
8 H 0.212
9 H 0.492
10 H 0.398
11 H 0.229

Here is C22H24FIN2OTi as an isolated structure at a distorted geometry from the OMol25 dataset. Energies are from ωB97M-V/def2-TZVPD.

Geometry (Å):
I  -0.0737  -2.5572  0.3923
Ti  -0.0576  0.1459  0.1265
F  0.1256  0.0914  -6.0647
O  -6.0158  -1.4677  -1.5769
N  -4.6385  -1.3895  -3.3444
N  -2.0018  0.2109  -0.0246
C  -4.0377  -0.2747  -1.2195
C  -0.6592  1.1049  -4.0842
C  0.1614  0.1901  -4.7136
C  -2.4961  -2.2367  -4.2196
C  -2.7178  -0.5366  -0.9043
C  0.9640  -0.5843  -2.6129
C  0.8251  2.3117  0.4686
C  1.7093  0.0118  1.8021
C  1.8113  1.5045  -0.1115
C  -0.6738  1.1399  -2.6962
C  -5.7181  -3.5898  -3.7823
C  -4.6816  0.8110  -0.6093
C  -2.6731  1.1971  0.6124
C  -3.3963  -1.0265  -3.9814
C  0.6878  0.7761  2.3558
C  -4.9526  -1.1211  -2.0646
C  -5.6319  -2.1084  -4.1346
C  0.2326  1.9230  1.6789
C  2.2637  0.3531  0.5559
C  1.0075  -0.6353  -3.9975
C  -3.9826  1.5262  0.3490
C  0.0984  0.2698  -1.9200
H  0.2736  0.5199  3.3272
H  3.0805  -0.2310  0.1460
H  -2.9629  -2.9350  -4.9092
H  -4.4496  2.3299  0.8977
H  -1.3279  1.8692  -2.2164
H  -0.4543  2.5992  2.1794
H  -5.7061  1.0325  -0.8525
H  -2.2899  -2.7499  -3.2824
H  2.3095  1.8333  -1.0189
H  2.1220  -0.8194  2.3655
H  1.6646  -1.3184  -4.5131
H  -5.3836  -1.9752  -5.1889
H  -4.7575  -4.0844  -3.8964
H  -6.4330  -4.0750  -4.4399
H  -1.5551  -1.9143  -4.6530
H  -2.8785  -0.3028  -3.3518
H  -3.6246  -0.5416  -4.9362
H  -2.1901  -1.3844  -1.3301
H  0.5380  3.2463  -0.0030
H  1.6286  -1.2482  -2.0605
H  -6.0538  -3.6981  -2.7553
H  -6.6034  -1.6467  -3.9359
H  -1.2920  1.7516  -4.6717
H  -2.1472  1.7276  1.3945

Results
highest occupied orbital energy (spin up / spin down) = -6.37 / -8.18 eV
spin multiplicity = 3
ΔE to the lowest compared entry with this formula, charge and spin = 95.1 kJ/mol
calculated total energy = -2284.520016 a.u.
LUMO level (spin up / spin down) = -0.27 / -0.34 eV

How is the electron density shared among the atoms? According to natural (NBO), the charges in e are:
1 I -0.398
2 Ti 0.889
3 F -0.335
4 O -0.628
5 N -0.417
6 N -0.522
7 C -0.149
8 C -0.299
9 C 0.380
10 C -0.621
11 C 0.074
12 C -0.127
13 C -0.313
14 C -0.211
15 C -0.173
16 C -0.219
17 C -0.619
18 C -0.100
19 C 0.058
20 C -0.217
21 C -0.275
22 C 0.658
23 C -0.213
24 C -0.288
25 C -0.304
26 C -0.313
27 C -0.256
28 C -0.451
29 H 0.249
30 H 0.252
31 H 0.205
32 H 0.228
33 H 0.198
34 H 0.237
35 H 0.238
36 H 0.213
37 H 0.247
38 H 0.256
39 H 0.226
40 H 0.196
41 H 0.205
42 H 0.210
43 H 0.226
44 H 0.228
45 H 0.195
46 H 0.247
47 H 0.246
48 H 0.205
49 H 0.233
50 H 0.219
51 H 0.222
52 H 0.205

Here is a 3-piece molecular cluster, C3H11NO4 overall at a distorted geometry from the OMol25 dataset. Energies are from ωB97M-V/def2-TZVPD.

Geometry (Å):
O  2.5583  0.8243  2.1315
O  1.2170  -2.1118  -1.6391
O  -1.5767  0.5994  -1.2608
O  -0.3003  3.2026  1.3474
N  -0.1986  -0.4167  0.8466
C  0.4725  -1.2681  -1.2459
C  -1.8699  -0.7681  -0.9312
C  -0.6352  -1.3095  -0.2337
H  -2.1471  -1.2781  -1.8002
H  -2.8491  -0.8911  -0.3590
H  -0.9831  -2.3962  0.1593
H  -0.7816  2.5629  0.8936
H  2.8401  0.0125  1.7270
H  0.0747  -1.0372  1.6227
H  -2.2090  1.1507  -0.5715
H  0.5913  -0.3497  -1.8841
H  0.4110  3.5654  0.8695
H  0.3671  0.3802  0.5554
H  3.0850  1.1549  2.6943

Results
highest occupied orbital energy = -9.12 eV
spin multiplicity = 1
ΔE to the lowest compared entry with this formula, charge and spin = 419.6 kJ/mol
calculated total energy = -476.517826 a.u.
structure (SMILES) = N[C@H](C=O)CO.O.O
LUMO level = 0.53 eV

How is the electron density shared among the atoms? According to natural (NBO), the charges in e are:
1 O -0.931
2 O -0.521
3 O -0.732
4 O -0.943
5 N -0.865
6 C 0.406
7 C -0.079
8 C -0.180
9 H 0.183
10 H 0.178
11 H 0.214
12 H 0.469
13 H 0.476
14 H 0.391
15 H 0.477
16 H 0.126
17 H 0.475
18 H 0.399
19 H 0.456

Here is a 12-piece molecular cluster, C4H32NO12 overall at a distorted geometry from the OMol25 dataset. Energies are from ωB97M-V/def2-TZVPD.

Geometry (Å):
O  1.1765  -0.7218  -3.0999
O  0.0423  2.5175  -0.5765
O  2.1563  1.7528  0.9257
O  -2.5686  -2.1002  1.3771
O  -2.1760  0.1484  -1.6291
O  0.4021  3.1005  2.0071
O  1.9527  -3.2627  -2.3676
O  -1.0445  1.8743  -2.9232
O  -1.1874  -2.1152  -2.3656
O  -2.0243  1.6362  0.4641
O  -2.5492  0.5302  2.9144
O  0.1421  1.0339  3.6054
N  1.7205  -0.7073  -0.7021
C  0.5793  -0.4347  0.2010
C  1.8904  -1.8670  1.9090
C  1.8343  -0.0514  -1.9370
C  0.5435  -1.5117  1.2994
H  1.7281  -2.3553  -2.6919
H  -2.8867  -1.6393  0.5888
H  2.3324  -2.7240  1.4112
H  1.6333  2.1194  0.1617
H  2.6298  -1.0732  1.8749
H  -3.0492  0.1716  -2.0479
H  -2.1235  1.1654  -0.4408
H  -1.4835  0.9839  -2.5047
H  -0.2281  2.6129  -1.5240
H  -0.1345  -0.9378  1.9441
H  1.6719  -2.1868  2.9321
H  2.1131  -1.6279  -0.6529
H  0.7611  0.4510  3.1844
H  -1.5145  -1.1712  -2.1761
H  -2.4292  2.5029  0.3787
H  -0.3116  -0.4128  -0.4226
H  -0.0824  -2.3520  1.0569
H  -1.2124  -2.5793  -1.5211
H  2.8755  -0.0168  -2.2502
H  2.1490  0.7945  0.7509
H  0.3519  1.9079  3.1635
H  1.2313  3.0507  1.4888
H  1.3492  0.9205  -1.9714
H  -2.6484  -1.4739  2.1181
H  0.6943  0.5748  0.6017
H  -0.6699  2.0064  -0.1659
H  0.2141  -0.8829  -3.0259
H  -0.3982  1.5681  -3.5994
H  -0.2863  2.9213  1.3559
H  -1.6076  0.5878  3.1673
H  1.0391  -3.5869  -2.2716
H  -2.5979  0.8589  1.9851

Results
highest occupied orbital energy = -6.12 eV
spin multiplicity = 1
ΔE to the lowest compared entry with this formula, charge and spin = 112.0 kJ/mol
calculated total energy = -1129.301447 a.u.
net charge = -1
LUMO level = 2.86 eV

How is the electron density shared among the atoms? According to natural (NBO), the charges in e are:
1 O -0.817
2 O -1.057
3 O -1.013
4 O -0.984
5 O -1.163
6 O -0.969
7 O -0.991
8 O -1.060
9 O -1.029
10 O -1.002
11 O -1.028
12 O -0.995
13 N -0.699
14 C -0.252
15 C -0.633
16 C 0.081
17 C -0.439
18 H 0.495
19 H 0.475
20 H 0.209
21 H 0.502
22 H 0.206
23 H 0.462
24 H 0.527
25 H 0.497
26 H 0.520
27 H 0.218
28 H 0.213
29 H 0.400
30 H 0.463
31 H 0.505
32 H 0.480
33 H 0.212
34 H 0.228
35 H 0.469
36 H 0.171
37 H 0.498
38 H 0.511
39 H 0.502
40 H 0.192
41 H 0.502
42 H 0.200
43 H 0.482
44 H 0.501
45 H 0.463
46 H 0.488
47 H 0.502
48 H 0.465
49 H 0.493

Here is a 2-piece molecular cluster, C3H7FNO overall at a distorted geometry from the OMol25 dataset. Energies are from ωB97M-V/def2-TZVPD.

Geometry (Å):
F  0.9175  1.2080  -1.0083
O  1.4270  -0.3706  0.5952
N  -1.4223  0.4135  0.3147
C  1.1538  0.7583  0.1882
C  1.7160  -1.5286  -0.2886
C  -2.4687  0.9690  -0.0947
H  -2.4835  1.5083  -1.0274
H  0.8124  1.4783  0.8823
H  0.7293  -2.0743  -0.4542
H  2.3565  -2.1527  0.3055
H  -3.2962  1.1583  0.5223
H  2.2278  -1.3973  -1.2643
H  -1.6697  0.0299  1.3293

Results
highest occupied orbital energy = -14.79 eV
spin multiplicity = 1
ΔE to the lowest compared entry with this formula, charge and spin = 262.4 kJ/mol
calculated total energy = -348.001199 a.u.
net charge = +1
LUMO level = -5.31 eV

How is the electron density shared among the atoms? According to natural (NBO), the charges in e are:
1 F -0.221
2 O -0.346
3 N -0.689
4 C 0.887
5 C -0.305
6 C 0.024
7 H 0.175
8 H 0.205
9 H 0.253
10 H 0.242
11 H 0.173
12 H 0.249
13 H 0.353

Here is C21H35Cl3CoN7O3Te4 as an isolated structure at a distorted geometry from the OMol25 dataset. Energies are from ωB97M-V/def2-TZVPD.

Geometry (Å):
Te  0.3790  -0.3027  3.3091
Te  3.7209  -2.7508  1.9652
Te  2.0730  -2.1669  4.0005
Te  3.3575  -0.9280  0.0486
Co  0.4569  -0.3006  0.7019
Cl  -5.3270  0.0021  2.0572
Cl  -3.3842  -1.6368  3.4477
Cl  -3.0847  1.2371  3.3798
O  -1.6525  0.1915  1.1200
O  0.1924  -2.4468  0.8244
O  -3.2236  -1.2189  0.3561
N  0.1245  -2.3516  -2.0936
N  0.7215  1.8481  0.4110
N  -0.5361  3.6844  1.2651
N  1.2010  2.7413  2.4731
N  -0.8364  -4.3505  1.5014
N  1.3668  -0.7874  -3.2558
N  0.0655  -0.1551  -1.3842
C  -3.6115  -0.1716  2.4500
C  -2.0365  -4.9410  2.0683
C  0.3733  -5.1515  1.4758
C  -0.0058  1.1844  -1.8037
C  0.1121  3.8344  -2.6864
C  0.4682  2.7575  1.3308
C  1.0426  -3.4482  -2.3205
C  0.3880  2.1915  -0.9184
C  2.2952  0.3267  -3.2317
C  0.5167  3.4955  -1.4058
C  0.5019  -1.0572  -2.2369
C  -0.4330  2.8572  -3.5089
C  2.5891  2.3077  2.4639
C  -0.4792  1.5461  -3.0668
C  -0.8174  -3.0561  1.1863
C  -1.7131  3.4749  0.4403
C  1.3239  -1.5095  -4.5107
C  -0.2728  5.0753  1.5877
C  -1.2325  -2.6966  -1.7145
C  0.7443  3.3218  3.7185
C  -2.7581  -0.4033  1.1383
H  1.1644  -0.7998  -5.3282
H  -1.2204  -3.5980  -1.0999
H  2.4207  0.6892  -2.2156
H  -0.9887  5.4564  2.3205
H  0.5042  -2.2223  -4.5115
H  2.8393  1.8821  1.4979
H  -2.0001  -4.9299  3.1603
H  -1.7023  -1.8949  -1.1477
H  -0.3377  3.4263  3.7092
H  3.2651  -0.0226  -3.5929
H  1.0211  2.6483  4.5317
H  0.7336  5.1956  1.9809
H  -1.8419  2.4146  0.2458
H  -1.7984  -2.5735  1.2443
H  0.7291  -5.3527  2.4888
H  -2.9140  -4.3853  1.7416
H  1.9547  1.1525  -3.8618
H  -0.8761  0.7703  -3.7116
H  -0.7997  3.1098  -4.4953
H  -2.1231  -5.9743  1.7346
H  1.1228  -4.0360  -1.4023
H  0.9432  4.2525  -0.7585
H  -2.5843  3.8391  0.9877
H  1.2000  4.2969  3.9168
H  0.7002  -4.1062  -3.1257
H  -1.8396  -2.9085  -2.6028
H  3.2450  3.1563  2.6858
H  0.2164  4.8539  -3.0341
H  0.1694  -6.1002  0.9773
H  1.1499  -4.6098  0.9414
H  -0.3597  5.6787  0.6782
H  -1.6420  4.0112  -0.5112
H  2.7460  1.5402  3.2249
H  2.0322  -3.0645  -2.5532
H  2.2606  -2.0413  -4.6985

Results
highest occupied orbital energy (spin up / spin down) = -6.59 / -6.56 eV
spin multiplicity = 5
ΔE to the lowest compared entry with this formula, charge and spin = 31.1 kJ/mol
calculated total energy = -5265.729925 a.u.
LUMO level (spin up / spin down) = -0.17 / -1.85 eV

How is the electron density shared among the atoms? According to Löwdin, the charges in e are:
1 Te 0.492
2 Te 0.002
3 Te 0.107
4 Te 0.138
5 Co 0.276
6 Cl 0.604
7 Cl 0.591
8 Cl 0.572
9 O -0.207
10 O -0.186
11 O -0.017
12 N -0.136
13 N 0.074
14 N -0.140
15 N -0.185
16 N -0.157
17 N -0.137
18 N 0.079
19 C -1.486
20 C -0.034
21 C -0.039
22 C -0.240
23 C -0.095
24 C -0.394
25 C -0.053
26 C -0.237
27 C -0.066
28 C -0.051
29 C -0.412
30 C -0.094
31 C -0.085
32 C -0.038
33 C -0.347
34 C -0.035
35 C -0.049
36 C -0.055
37 C -0.030
38 C -0.084
39 C -0.831
40 H 0.095
41 H 0.082
42 H 0.036
43 H 0.096
44 H 0.088
45 H 0.028
46 H 0.094
47 H 0.065
48 H 0.089
49 H 0.096
50 H 0.070
51 H 0.086
52 H 0.083
53 H 0.099
54 H 0.090
55 H 0.090
56 H 0.093
57 H 0.120
58 H 0.100
59 H 0.089
60 H 0.081
61 H 0.114
62 H 0.096
63 H 0.088
64 H 0.093
65 H 0.099
66 H 0.094
67 H 0.101
68 H 0.093
69 H 0.045
70 H 0.091
71 H 0.087
72 H 0.047
73 H 0.078
74 H 0.094

Here is C2H2FLiOV as an isolated structure at a distorted geometry from the OMol25 dataset. Energies are from ωB97M-V/def2-TZVPD.

Geometry (Å):
V  -0.8401  -1.9809  0.0274
F  -1.6861  -0.1412  -0.5150
O  0.7622  -0.8452  0.0436
C  0.5162  0.4878  -0.0818
C  -0.7391  0.8806  -0.2862
Li  1.8616  -0.2026  1.8365
H  1.3153  -0.0352  -0.9811
H  -1.1901  1.8366  -0.0434

Results
highest occupied orbital energy (spin up / spin down) = -10.93 / -12.96 eV
spin multiplicity = 5
calculated total energy = -1203.587509 a.u.
net charge = +1
LUMO level (spin up / spin down) = -4.36 / -4.57 eV

How is the electron density shared among the atoms? According to natural (NBO), the charges in e are:
1 V 0.857
2 F -0.387
3 O -0.916
4 C -0.276
5 C 0.107
6 Li 0.960
7 H 0.432
8 H 0.224